{
  "formula": "C3H6N3O",
  "method": "the ωB97M-V functional and the def2-TZVPD basis",
  "smiles": "[H]/N=[N+](C)/C=C\\N=O",
  "homo_energy_ev": [-13.27, -13.27],
  "e_tot_ev": -9711.5042,
  "lumo_ev": [-6.9, -6.9],
  "total_charge": 1,
  "relative_energy_kj_mol": 697.2,
  "species": ["C", "C", "C", "N", "N", "N", "O", "H", "H", "H", "H", "H", "H"],
  "xyz": [[-0.480, 0.570, 0.024], [0.046, 1.921, 0.207], [-0.779, -1.785, -0.198], [1.359, -0.885, -0.156], [0.130, -0.631, -0.027], [1.078, 2.500, 0.526], [2.034, 3.124, 0.719], [-1.486, 0.598, 0.058], [-0.829, 2.528, -0.243], [-0.354, -2.485, 0.594], [-1.915, -1.597, -0.215], [-0.605, -2.085, -1.121], [1.801, -1.774, -0.169]],
  "atomic_forces_ev_per_a": [[3.7, 0.9, 0.8], [-3.2, -1.7, -2.1], [-1.8, 0.2, 4.7], [0.1, 4.5, 0.8], [0.7, -1.1, -0.9], [1.9, 1.0, 0.4], [-0.6, -0.5, -0.1], [-3.0, -0.5, -0.1], [1.7, 0.2, 1.2], [-1.4, 0.4, -1.2], [1.9, 0.1, 0.9], [1.1, -1.9, -4.2], [-1.1, -1.6, 0.0]]
}